Record 1
This record from the Open Molecules 2025 dataset describes the molecule C6H9FN2 in a non-equilibrium geometry. The level of theory is ωB97M-V with the def2-TZVPD basis set.

The spin multiplicity is 1. The structure (SMILES) is CN1C(F)=C[C@@]2(C)CN12. The energy above the lowest of the compared OMol25 structures with the same formula, charge and spin is 64.3 kcal/mol. The charge is 0.

Structure (XYZ):
```
18
Properties=species:S:1:pos:R:3:forces:R:3:nbo_charge:R:1
C 1.780 -1.656 0.469 0.7 1.8 -0.8 -0.405
N 1.088 -0.686 -0.292 0.1 0.5 -0.1 -0.299
C 1.360 0.655 -0.004 0.8 -0.6 -0.3 0.572
F 2.677 0.920 0.109 -0.9 0.3 -0.1 -0.313
C 0.286 1.439 0.040 2.9 1.5 -0.3 -0.406
C -0.811 0.546 -0.168 -3.8 -0.1 0.9 0.046
C -2.027 0.835 0.714 -2.4 -1.5 -3.3 -0.599
C -0.962 -0.267 -1.408 -1.8 0.6 0.6 -0.265
N -0.315 -0.836 -0.217 -0.6 -0.2 -0.4 -0.225
H 1.871 -2.527 -0.007 -0.4 -3.7 -2.3 0.198
H 2.777 -1.370 0.467 2.0 0.9 0.6 0.212
H 1.436 -1.872 1.401 -1.2 0.0 2.9 0.187
H 0.399 2.537 0.070 -0.7 -0.9 0.1 0.248
H -2.427 0.004 1.258 0.3 -0.9 0.4 0.226
H -2.973 1.174 0.150 1.6 -0.3 0.3 0.202
H -1.824 1.574 1.364 0.8 2.6 2.4 0.208
H -1.986 -0.533 -1.780 1.1 -0.4 0.9 0.211
H -0.348 0.065 -2.167 1.5 0.3 -1.6 0.200
```
Positions in Å, forces in eV/Å.

Record 2
This record from the Open Molecules 2025 dataset describes a structure of composition C22H31CaN5O8. The level of theory is ωB97M-V with the def2-TZVPD basis set.

The spin multiplicity is 1. The charge is -2.

Structure (XYZ):
```
67
Properties=species:S:1:pos:R:3:forces:R:3:nbo_charge:R:1
Ca -0.186 -0.303 0.466 0.0 0.1 0.1 1.806
O 3.165 1.014 3.182 0.0 0.0 0.0 -0.740
C 2.280 0.855 2.330 -0.1 0.0 0.0 0.766
O 1.563 -0.156 2.110 0.0 0.0 0.0 -0.830
C 1.968 2.063 1.426 0.0 0.0 0.0 -0.350
N 1.654 1.688 0.039 0.0 0.0 0.0 -0.490
C 1.193 2.863 -0.694 0.0 0.0 0.0 -0.216
C -0.215 3.295 -0.308 0.0 0.0 0.0 -0.216
N -1.256 2.329 -0.640 0.0 0.0 0.0 -0.464
C -1.668 2.408 -2.037 0.0 0.0 0.0 -0.222
C -0.936 1.456 -2.981 0.0 0.0 0.0 -0.213
N -0.958 0.087 -2.511 0.0 0.0 0.0 -0.454
C 0.011 -0.754 -3.195 0.0 0.0 0.0 -0.225
C 1.437 -0.564 -2.696 0.0 0.0 0.0 -0.212
N 1.612 -1.012 -1.320 0.0 0.0 0.1 -0.491
C 2.809 -0.451 -0.689 0.0 0.0 0.0 -0.242
C 2.833 1.075 -0.597 0.0 0.0 0.0 -0.228
C 1.687 -2.480 -1.263 0.0 0.0 0.0 -0.344
C 1.312 -3.145 0.088 0.0 0.0 0.0 0.781
O 1.767 -4.285 0.245 0.0 0.0 0.0 -0.739
O 0.544 -2.487 0.834 0.0 -0.1 0.0 -0.838
C -2.284 -0.510 -2.597 -0.1 0.0 0.0 -0.343
C -2.478 -1.689 -1.618 0.1 0.0 0.0 0.783
O -3.219 -2.607 -1.986 0.0 0.0 0.0 -0.732
O -1.873 -1.560 -0.520 -0.1 0.0 -0.1 -0.858
C -2.399 2.481 0.263 0.0 0.0 0.0 -0.338
C -2.047 2.178 1.735 0.0 0.0 0.1 0.780
O -2.596 2.873 2.597 0.0 0.0 0.0 -0.728
O -1.242 1.219 1.911 0.0 0.0 -0.1 -0.870
H 2.816 2.764 1.451 0.0 0.0 0.0 0.164
H 1.098 2.543 1.875 0.0 0.0 0.0 0.226
H 1.227 2.644 -1.761 0.0 0.0 0.0 0.183
H 1.870 3.720 -0.528 0.0 0.0 0.0 0.162
H -0.422 4.268 -0.790 0.0 0.0 0.0 0.156
H -0.249 3.473 0.766 0.0 0.0 0.0 0.223
H -1.558 3.435 -2.426 0.0 0.0 0.0 0.162
H -2.734 2.184 -2.083 0.0 0.0 0.0 0.200
H 0.101 1.769 -3.096 0.0 0.0 0.0 0.184
H -1.398 1.549 -3.985 0.0 0.0 0.0 0.154
H -0.014 -0.581 -4.288 0.0 0.0 0.0 0.155
H -0.292 -1.790 -3.040 0.0 0.0 0.0 0.221
H 1.690 0.494 -2.761 0.0 0.0 0.0 0.185
H 2.130 -1.093 -3.374 0.0 0.0 0.0 0.165
H 3.715 -0.762 -1.242 0.0 0.0 0.0 0.156
H 2.869 -0.877 0.313 0.0 0.0 0.0 0.260
H 2.950 1.502 -1.596 0.0 0.0 0.0 0.175
H 3.742 1.348 -0.045 0.0 0.0 0.0 0.201
H 2.688 -2.825 -1.559 0.0 0.0 0.0 0.175
H 0.978 -2.900 -1.978 0.0 0.0 0.0 0.207
H -2.516 -0.844 -3.620 0.0 0.0 0.0 0.170
H -3.038 0.226 -2.316 0.0 0.0 0.0 0.202
H -3.164 1.754 -0.026 0.0 0.0 0.0 0.216
H -2.839 3.488 0.211 0.0 0.0 0.0 0.168
N -1.943 -1.811 2.546 0.1 0.0 0.0 -0.853
C -3.245 -1.442 2.281 0.0 0.0 0.0 0.282
C -3.809 -0.315 2.890 0.0 0.0 0.0 -0.304
C -5.126 0.035 2.640 0.0 0.0 0.0 -0.207
C -5.917 -0.723 1.785 0.0 0.0 0.0 -0.302
C -5.354 -1.838 1.171 0.0 0.0 0.0 -0.206
C -4.041 -2.200 1.411 0.0 0.0 0.0 -0.282
H -1.350 -1.121 2.984 0.0 0.0 0.0 0.397
H -1.464 -2.419 1.892 0.0 0.0 0.0 0.423
H -3.189 0.318 3.513 0.0 0.0 0.0 0.232
H -5.524 0.932 3.102 0.0 0.0 0.0 0.199
H -6.943 -0.437 1.580 0.0 0.0 0.0 0.185
H -5.935 -2.423 0.467 0.0 0.0 0.0 0.198
H -3.599 -3.029 0.875 0.0 0.0 0.0 0.234
```
Positions in Å, forces in eV/Å.

Record 3
This record from the Open Molecules 2025 dataset describes a structure of composition C38H65N7O7PZr in a non-equilibrium geometry. The level of theory is ωB97M-V with the def2-TZVPD basis set.

The spin multiplicity is 1. The energy above the lowest of the compared OMol25 structures with the same formula, charge and spin is 36.0 kcal/mol. The charge is -1.

Structure (XYZ):
```
119
Properties=species:S:1:pos:R:3:forces:R:3:mulliken_charge:R:1
Zr 0.101 0.043 0.006 0.4 -3.2 2.6 0.216
N 2.205 1.251 0.277 -0.1 -0.2 0.3 -0.122
N 2.007 2.208 1.285 0.4 0.0 0.2 -0.292
C 0.804 2.127 2.042 1.3 1.1 0.7 0.347
O 0.752 2.819 3.050 -0.1 -0.1 0.0 -0.815
O -0.086 1.345 1.592 -0.5 0.1 0.2 -0.639
H 2.525 0.323 0.600 0.3 0.5 0.0 -0.103
H 2.720 1.616 -0.522 -0.4 -0.1 0.3 0.216
H 2.814 2.459 1.859 -0.4 -0.2 -0.2 0.291
C 1.878 0.418 -4.196 -0.1 0.0 0.2 -0.504
O 0.687 -0.286 -3.950 -0.2 -0.1 0.4 -0.500
C 0.250 -0.314 -2.581 -0.3 -0.5 -1.3 0.450
O 1.219 -0.339 -1.678 0.8 -0.3 -0.6 -0.055
N -0.512 -1.592 -2.543 0.1 -0.3 -0.3 -0.708
N -0.613 -2.069 -1.180 -0.3 0.3 -0.3 -0.307
H 2.203 0.121 -5.194 0.1 0.1 0.0 0.357
H 2.635 0.148 -3.454 0.1 0.1 -0.1 0.134
H 1.712 1.501 -4.175 0.1 0.1 0.0 0.068
H -1.438 -1.407 -2.927 0.2 -0.2 0.4 0.360
H -0.201 -3.006 -1.165 -0.1 0.6 0.2 0.399
H -1.589 -2.110 -0.867 0.1 0.0 -0.2 0.199
C -2.896 -1.573 4.708 0.1 0.0 -0.1 -1.694
C -3.287 -1.456 3.233 -0.5 -0.3 0.4 2.009
C -3.844 -2.783 2.698 0.0 0.0 0.0 -1.501
C -4.305 -0.333 3.015 0.1 0.0 -0.1 -1.549
C -2.113 -1.196 2.424 1.0 0.1 -0.8 -1.012
N -1.253 -1.062 1.674 -0.8 0.0 0.8 0.930
H -3.776 -1.798 5.308 -0.1 0.0 0.0 0.427
H -2.456 -0.643 5.059 0.0 0.1 0.1 0.398
H -2.163 -2.365 4.848 0.1 -0.1 0.0 0.279
H -4.771 -3.038 3.205 -0.1 0.0 0.1 0.441
H -3.126 -3.586 2.847 0.1 -0.1 0.0 0.290
H -4.034 -2.689 1.632 -0.1 0.0 -0.1 0.190
H -5.234 -0.567 3.533 0.0 -0.1 0.1 0.491
H -4.507 -0.229 1.952 -0.1 0.1 -0.1 0.131
H -3.916 0.613 3.386 0.0 0.1 0.0 0.333
C 1.986 -4.559 0.249 0.1 0.1 0.0 -1.934
C 1.637 -4.198 1.693 -0.1 0.6 -0.1 2.934
C 0.109 -4.155 1.762 -0.1 0.2 0.0 -2.021
C 2.164 -5.289 2.622 0.1 0.3 0.0 -1.958
P 2.238 -2.328 1.902 1.5 -1.6 1.3 -1.953
N 1.406 -1.340 1.113 0.1 0.5 -0.2 0.167
C 4.130 -2.322 1.342 -0.5 0.2 0.0 2.813
C 4.756 -1.042 1.899 -0.1 0.0 0.1 -2.022
C 4.094 -2.174 -0.183 -0.2 0.0 -0.1 -2.066
C 5.028 -3.490 1.744 -0.3 0.0 0.0 -2.025
C 2.242 -1.989 3.839 -0.2 0.2 -0.6 2.916
C 2.260 -0.468 3.969 -0.1 0.1 -0.1 -2.227
C 0.872 -2.431 4.349 0.0 0.0 -0.1 -2.110
C 3.321 -2.618 4.716 0.0 0.0 -0.3 -2.050
H 1.403 -5.423 -0.082 -0.1 0.0 0.0 0.628
H 3.035 -4.819 0.144 0.1 0.0 -0.1 0.264
H 1.760 -3.710 -0.394 0.0 0.0 -0.2 0.242
H -0.330 -4.966 1.176 0.0 -0.1 0.0 0.568
H -0.233 -3.201 1.356 -0.1 -0.1 0.0 0.207
H -0.260 -4.256 2.779 -0.1 0.1 0.1 0.238
H 1.763 -6.254 2.302 0.0 -0.1 0.0 0.517
H 1.857 -5.132 3.652 0.0 0.0 0.1 0.335
H 3.247 -5.354 2.595 0.2 -0.1 0.0 0.225
H 4.097 -0.193 1.734 0.1 0.2 0.0 0.179
H 5.706 -0.838 1.398 0.0 0.0 -0.1 0.672
H 4.963 -1.123 2.963 0.0 0.1 0.1 0.291
H 3.193 -1.630 -0.486 0.1 0.0 -0.1 0.612
H 4.093 -3.138 -0.682 0.0 -0.1 -0.1 0.297
H 4.968 -1.625 -0.540 0.1 0.0 0.0 0.471
H 5.022 -3.642 2.820 0.1 -0.1 0.2 0.254
H 6.055 -3.275 1.439 0.1 0.0 0.0 0.542
H 4.731 -4.417 1.262 0.0 -0.1 0.0 0.316
H 1.574 -0.047 3.231 0.0 0.1 0.1 0.479
H 3.248 -0.046 3.818 0.1 0.1 -0.1 0.251
H 1.920 -0.159 4.958 0.0 0.0 0.1 0.525
H 0.110 -2.074 3.660 -0.2 0.0 0.1 0.085
H 0.680 -1.998 5.334 0.0 0.1 0.1 0.757
H 0.804 -3.511 4.448 -0.1 -0.1 0.0 0.176
H 4.309 -2.225 4.496 0.1 0.0 0.0 0.348
H 3.348 -3.699 4.603 0.1 -0.2 0.1 0.279
H 3.106 -2.393 5.763 0.0 0.0 0.1 0.515
C 1.541 8.380 -3.244 0.0 -0.1 0.0 -1.479
C 1.953 6.940 -3.138 0.1 0.0 0.0 1.130
C 3.293 6.590 -3.230 0.0 0.0 0.0 -0.887
C 3.689 5.271 -3.082 0.1 0.0 0.0 -0.901
C 2.739 4.290 -2.892 -0.1 0.0 -0.1 -0.704
C 1.380 4.609 -2.862 0.4 0.4 -0.1 0.416
N 0.472 3.569 -2.712 0.1 -0.5 0.9 1.193
C -0.432 3.111 -3.637 -0.2 -0.2 -0.3 0.881
C -0.789 3.858 -4.763 0.0 0.1 0.0 -0.412
C -1.717 3.381 -5.668 0.0 0.0 -0.1 -1.021
C -2.269 2.125 -5.503 -0.2 -0.1 -0.1 -1.009
C -1.894 1.362 -4.411 0.1 0.2 0.1 -0.429
C -1.004 1.836 -3.462 -0.1 0.1 0.1 -0.986
C -0.730 0.958 -2.250 -0.4 -0.3 -0.9 1.978
O -2.023 0.411 -1.896 -0.4 0.3 0.1 -0.184
O -0.178 1.604 -1.190 -0.6 1.6 -1.0 -1.021
C 0.987 5.955 -2.925 -0.1 -0.3 0.0 0.659
C -0.450 6.329 -2.714 0.1 0.0 0.0 -1.678
H 2.378 9.007 -3.543 0.0 0.0 0.0 0.392
H 1.168 8.740 -2.285 -0.1 0.1 0.0 0.319
H 0.741 8.499 -3.973 -0.1 0.1 0.0 0.309
H 4.036 7.355 -3.409 0.0 0.1 0.0 0.338
H 4.736 5.008 -3.139 0.1 0.0 0.0 0.399
H 3.024 3.252 -2.789 0.0 -0.1 -0.1 0.442
H 0.641 2.866 -1.976 0.0 0.5 -0.2 -0.600
H -0.338 4.826 -4.916 0.0 0.1 0.0 0.572
H -2.012 3.997 -6.507 0.0 0.0 -0.1 0.375
H -2.988 1.739 -6.212 0.0 0.0 -0.1 0.415
H -2.310 0.379 -4.265 -0.1 -0.1 0.0 0.319
H -1.025 5.449 -2.446 -0.1 0.0 0.0 0.162
H -0.889 6.775 -3.607 -0.1 0.0 -0.1 0.367
H -0.533 7.057 -1.907 0.0 0.1 0.0 0.535
C -4.251 -0.954 -1.088 0.1 0.1 0.0 -1.059
O -3.060 -0.918 -0.315 0.0 0.2 -0.1 0.301
C -2.213 0.258 -0.450 -0.3 0.5 -0.7 2.602
C -2.945 1.531 0.012 0.3 -0.6 -0.2 -2.150
H -5.060 -0.366 -0.640 0.0 0.0 0.0 0.272
H -4.564 -2.001 -1.134 0.0 0.1 0.0 0.275
H -4.071 -0.586 -2.100 -0.1 0.0 0.0 0.141
H -3.847 1.715 -0.585 0.0 0.0 0.0 0.440
H -2.258 2.362 -0.138 -0.1 0.0 0.0 0.230
H -3.202 1.478 1.068 0.0 0.0 0.1 0.169
```
Positions in Å, forces in eV/Å.

| no. | LUMO (eV) | E_HOMO (eV) |
| --- | --- | --- |
| 1 | 1.05 | -8.057 |
| 2 | 4.38 | -2.413 |
| 3 | 2.36 | -4.691 |